Here is a molecular structure, C27H37As3BrIrN2O from OMol25. Energies are from ωB97M-V/def2-TZVPD.

Computed properties:
HOMO energy   -12.73 eV
E   -289012.0518 eV
Energy above the lowest of the compared OMol25 structures with the same formula, charge and spin   9.0 kcal per mole
Gap between HOMO and LUMO   5.57 eV

```
! wB97M-V def2-TZVPD RIJCOSX def2/J DEFGRID3
* xyz 2 1
Ir 0.709 1.401 0.148
Br 5.803 -2.302 4.137
C 4.310 -1.436 3.393
C 3.093 -1.412 4.100
C 1.997 -0.785 3.569
C 2.046 -0.150 2.314
O 0.921 0.366 1.863
C 3.280 -0.154 1.610
C 3.513 0.498 0.374
N 2.686 1.253 -0.284
C 3.076 1.993 -1.446
C 4.315 2.016 -2.022
C 4.581 2.858 -3.123
C 3.621 3.690 -3.617
C 2.327 3.686 -3.047
C 1.287 4.538 -3.480
C 0.070 4.486 -2.863
C -0.138 3.559 -1.835
N 0.802 2.734 -1.408
C 2.055 2.805 -1.987
C 4.397 -0.829 2.180
H 3.029 -1.891 5.068
H 1.059 -0.768 4.108
H 4.512 0.369 -0.035
H 5.115 1.394 -1.644
H 5.565 2.845 -3.569
H 3.838 4.357 -4.441
H 1.466 5.235 -4.289
H -0.735 5.145 -3.152
H -1.099 3.485 -1.350
H 5.337 -0.835 1.643
C -3.065 2.344 -0.166
As -1.604 1.663 0.914
C -1.771 2.807 2.463
C -2.324 0.044 1.705
C -2.367 -1.231 0.859
C -3.134 -0.979 -0.440
C -0.954 -1.737 0.574
As 0.205 -0.807 -0.678
C 1.711 -2.004 -0.546
C -0.404 -1.211 -2.460
C -3.096 -2.282 1.724
As -3.606 -4.133 1.182
C -2.147 -4.853 0.078
C -4.948 -3.841 -0.215
H -4.003 2.006 0.270
H -3.010 2.014 -1.201
H -3.049 3.433 -0.140
H -2.793 2.755 2.833
H -1.540 3.839 2.202
H -1.082 2.480 3.240
H -3.332 0.318 2.027
H -1.734 -0.118 2.610
H -2.679 -0.162 -1.008
H -4.171 -0.710 -0.237
H -3.132 -1.868 -1.071
H -1.003 -2.752 0.181
H -0.369 -1.763 1.496
H 1.388 -2.968 -0.937
H 2.034 -2.113 0.484
H 2.544 -1.636 -1.143
H -0.808 -2.222 -2.449
H 0.460 -1.165 -3.122
H -1.151 -0.507 -2.816
H -4.067 -1.875 2.022
H -2.530 -2.429 2.648
H -1.218 -4.895 0.647
H -1.998 -4.302 -0.854
H -2.429 -5.873 -0.176
H -5.681 -3.110 0.125
H -5.463 -4.785 -0.378
H -4.519 -3.516 -1.162
*
```


Here is 2 unconnected molecules or ions with the total composition C27H37BClF4N2O2 in a non-equilibrium geometry from OMol25. Energies are from ωB97M-V/def2-TZVPD.

Computed properties:
HOMO energy   -7.98 eV
E   -59732.8884 eV
Energy above the lowest of the compared OMol25 structures with the same formula, charge and spin   126.4 kcal per mole
Gap between HOMO and LUMO   2.86 eV

```
! wB97M-V def2-TZVPD RIJCOSX def2/J DEFGRID3
* xyz 1 1
Cl 0.981 -4.749 -0.906
C -0.148 -4.435 0.453
N 0.010 -3.060 1.024
C 1.407 -2.859 1.588
C 1.517 -1.494 2.189
N 0.199 -0.832 2.030
F 0.387 0.561 2.663
C -0.898 -1.525 2.739
C -0.989 -2.901 2.144
C -0.142 -0.630 0.595
C -0.271 -1.987 -0.020
H -1.165 -4.554 0.066
H 0.065 -5.180 1.229
H 1.565 -3.648 2.336
H 2.101 -3.001 0.754
H 1.755 -1.508 3.259
H 2.248 -0.869 1.663
H -0.659 -1.544 3.806
H -1.813 -0.944 2.581
H -1.979 -3.088 1.710
H -0.768 -3.676 2.888
H -1.083 -0.069 0.558
H 0.658 -0.037 0.144
H 0.445 -2.151 -0.831
H -1.289 -2.176 -0.387
C 2.833 4.965 0.625
C 2.246 4.022 1.669
C 1.424 2.940 0.990
C 3.393 3.349 2.470
O 2.939 2.694 3.658
B 1.816 3.124 4.391
C 0.970 1.892 5.004
C 1.615 0.721 5.375
C 0.893 -0.304 5.975
C -0.481 -0.152 6.119
C -1.253 -1.273 6.762
F -2.600 -1.064 6.765
F -1.039 -2.465 6.100
F -0.871 -1.476 8.059
C -1.149 0.988 5.697
C -0.401 2.012 5.115
C 2.403 3.876 5.935
C 2.871 5.297 5.678
C 3.426 3.043 6.645
C 3.166 2.473 7.905
C 4.141 1.734 8.573
C 5.401 1.552 7.996
C 5.682 2.126 6.751
C 4.706 2.884 6.094
O 0.964 4.084 3.793
C 1.320 4.821 2.630
H 3.429 5.757 1.099
H 3.486 4.424 -0.073
H 2.041 5.447 0.037
H 1.038 2.238 1.738
H 0.572 3.381 0.457
H 2.040 2.382 0.274
H 3.874 2.567 1.863
H 4.158 4.089 2.769
H 2.693 0.620 5.244
H 1.396 -1.206 6.324
H -2.223 1.082 5.802
H -0.918 2.906 4.766
H 1.481 3.897 6.529
H 2.025 5.946 5.434
H 3.351 5.705 6.579
H 3.609 5.347 4.864
H 2.178 2.621 8.353
H 3.915 1.306 9.555
H 6.166 0.965 8.511
H 6.656 2.000 6.282
H 4.930 3.360 5.141
H 1.796 5.763 2.957
H 0.371 5.063 2.127
*
```


Here is a molecular structure, C27H37BrGe2N3O2Tl in a non-equilibrium geometry from OMol25. Energies are from ωB97M-V/def2-TZVPD.

Computed properties:
HOMO energy   -6.42 eV
E   -224931.0808 eV
Energy above the lowest of the compared OMol25 structures with the same formula, charge and spin   23.5 kcal per mole
Gap between HOMO and LUMO   6.08 eV

```
! wB97M-V def2-TZVPD RIJCOSX def2/J DEFGRID3
* xyz 0 1
Tl 0.099 1.376 -0.098
C -5.508 1.223 -0.933
C -4.242 1.884 -0.416
Ge -2.506 1.193 -1.251
C -2.538 1.470 -3.277
C -3.698 0.798 -3.993
C -2.631 -0.803 -1.083
C -1.814 -1.783 -0.651
Ge 0.047 -1.397 0.131
C 1.538 -2.264 -0.993
C 1.982 -3.699 -0.756
C 0.049 -1.843 2.141
C 0.059 -3.272 2.666
C -2.231 -3.195 -0.686
C -3.439 -3.665 -1.206
C -3.742 -5.014 -1.188
C -2.855 -5.935 -0.654
C -1.649 -5.489 -0.141
C -1.353 -4.142 -0.165
H -6.375 1.571 -0.373
H -5.450 0.142 -0.830
H -5.673 1.460 -1.980
H -4.158 1.732 0.659
H -4.270 2.958 -0.595
H -1.596 1.077 -3.662
H -2.547 2.543 -3.466
H -3.739 -0.260 -3.748
H -3.590 0.894 -5.073
H -4.643 1.255 -3.715
H -3.607 -1.127 -1.454
H 2.392 -1.597 -0.866
H 1.204 -2.151 -2.024
H 2.248 -3.872 0.285
H 2.865 -3.905 -1.362
H 1.205 -4.409 -1.036
H -0.828 -1.328 2.531
H 0.913 -1.308 2.537
H -0.863 -3.792 2.416
H 0.152 -3.252 3.753
H 0.898 -3.845 2.275
H -4.156 -2.979 -1.635
H -4.687 -5.349 -1.595
H -3.101 -6.987 -0.637
H -0.934 -6.183 0.279
H -0.415 -3.792 0.233
C 4.130 5.303 1.182
C 2.801 5.238 0.505
C 2.007 6.362 0.303
C 0.776 6.217 -0.312
C 0.366 4.940 -0.650
Br -1.312 4.706 -1.493
N 1.096 3.858 -0.453
C 2.298 4.013 0.081
H 4.518 6.318 1.206
H 4.847 4.656 0.680
H 4.019 4.954 2.210
H 2.340 7.343 0.607
H 0.144 7.061 -0.527
H 2.871 3.106 0.185
C 5.475 -0.722 1.574
N 4.258 0.013 1.835
C 3.725 0.111 3.072
C 2.540 0.720 3.299
C 1.816 1.231 2.165
O 0.678 1.758 2.258
N 2.384 1.126 0.949
C 3.576 0.553 0.716
O 4.089 0.482 -0.383
H 6.054 -0.849 2.486
H 6.062 -0.180 0.833
H 5.236 -1.705 1.162
H 4.302 -0.339 3.870
H 2.093 0.784 4.276
*
```


Here is 3 unconnected molecules or ions with the total composition C27H38BrNO4 in a non-equilibrium geometry from OMol25. Energies are from ωB97M-V/def2-TZVPD.

Computed properties:
HOMO energy   -8.07 eV
E   -108333.1499 eV
SMILES   C=CC(=O)OCCCCCCN(CC)C(=O)OCCCBr.c1ccccc1.c1ccccc1
Gap between HOMO and LUMO   7.77 eV

```
! wB97M-V def2-TZVPD RIJCOSX def2/J DEFGRID3
* xyz 0 1
C 6.475 -0.758 1.426
C 6.313 -0.449 0.098
C 5.036 -0.668 -0.645
O 4.797 -1.688 -1.167
O 4.199 0.363 -0.618
C 3.708 0.748 -1.915
C 2.198 0.644 -2.011
C 1.459 1.792 -1.278
C 0.383 2.477 -2.156
C -1.034 2.459 -1.541
C -1.954 1.402 -2.211
N -1.880 0.154 -1.418
C -1.337 -0.999 -2.169
C -2.362 -1.823 -2.946
C -3.087 -0.145 -0.750
O -3.072 -0.445 0.380
O -4.276 -0.057 -1.415
C -5.101 1.010 -0.912
C -6.008 0.607 0.248
C -7.042 -0.462 -0.117
Br -8.770 -0.036 0.742
H 6.573 -1.782 1.781
H 6.560 0.008 2.193
H 7.168 -0.018 -0.426
H 4.046 1.762 -2.128
H 4.110 0.105 -2.695
H 1.855 -0.324 -1.651
H 1.967 0.671 -3.077
H 0.967 1.393 -0.396
H 2.212 2.497 -0.934
H 0.363 2.072 -3.166
H 0.668 3.526 -2.245
H -1.501 3.444 -1.518
H -0.954 2.139 -0.504
H -2.980 1.761 -2.225
H -1.619 1.275 -3.240
H -0.639 -0.592 -2.897
H -0.754 -1.625 -1.495
H -1.815 -2.646 -3.413
H -2.782 -1.258 -3.773
H -3.126 -2.283 -2.326
H -4.473 1.824 -0.546
H -5.700 1.393 -1.735
H -6.545 1.510 0.539
H -5.435 0.306 1.119
H -7.244 -0.543 -1.177
H -6.742 -1.403 0.320
C 6.375 -4.920 1.110
C 5.583 -5.853 1.763
C 6.172 -6.843 2.538
C 7.553 -6.893 2.667
C 8.346 -5.958 2.016
C 7.757 -4.973 1.234
H 5.915 -4.149 0.502
H 4.505 -5.810 1.667
H 5.554 -7.575 3.043
H 8.012 -7.663 3.275
H 9.423 -5.996 2.118
H 8.375 -4.246 0.722
C -3.630 3.784 2.209
C -3.677 3.977 3.582
C -4.744 4.659 4.151
C -5.769 5.140 3.347
C -5.724 4.943 1.974
C -4.653 4.269 1.405
H -2.795 3.254 1.764
H -2.881 3.596 4.209
H -4.778 4.814 5.222
H -6.603 5.667 3.792
H -6.524 5.317 1.347
H -4.616 4.121 0.332
*
```


Here is a molecular structure, C27H38ClKN6O3PS in a non-equilibrium geometry from OMol25. Energies are from ωB97M-V/def2-TZVPD.

Computed properties:
HOMO energy   -3.35 eV
E   -92674.5709 eV
Energy above the lowest of the compared OMol25 structures with the same formula, charge and spin   22.1 kcal per mole
Gap between HOMO and LUMO   5.45 eV

```
! wB97M-V def2-TZVPD RIJCOSX def2/J DEFGRID3
* xyz -1 1
K -1.436 2.914 -1.015
N 1.850 1.640 2.547
C 1.084 2.028 1.443
S -0.479 1.285 1.377
N 1.665 2.877 0.667
N 1.003 3.383 -0.440
C 1.756 4.184 -1.102
C 1.493 4.855 -2.355
C 2.541 5.644 -2.854
C 2.486 6.292 -4.069
C 1.330 6.147 -4.844
C 0.276 5.395 -4.390
C 0.280 4.720 -3.125
O -0.729 4.052 -2.748
H 1.592 0.735 2.905
H 2.843 1.769 2.410
H 2.759 4.368 -0.698
H 3.441 5.727 -2.250
H 3.320 6.891 -4.415
H 1.269 6.632 -5.814
H -0.620 5.275 -4.990
C -5.760 4.045 0.615
P -4.676 2.642 0.197
C -5.806 1.261 -0.170
C -3.855 2.182 1.738
O -3.770 2.954 -0.927
H -6.440 3.812 1.434
H -6.327 4.325 -0.273
H -5.119 4.882 0.892
H -6.484 1.058 0.658
H -5.196 0.381 -0.371
H -6.374 1.504 -1.067
H -4.567 1.953 2.531
H -3.207 3.002 2.049
H -3.213 1.325 1.534
C 3.778 -1.738 -1.051
C 3.205 -3.080 -0.561
C 4.026 -3.505 0.665
C 3.396 -4.123 -1.667
C 1.700 -2.899 -0.160
O 1.684 -1.812 0.743
C 1.178 -4.219 0.488
C -0.258 -4.319 1.048
C -0.457 -3.707 2.413
C 0.254 -4.214 3.503
C 0.084 -3.702 4.775
C -0.820 -2.669 4.969
Cl -1.058 -2.041 6.571
C -1.543 -2.152 3.914
C -1.356 -2.677 2.640
C 0.889 -2.566 -1.462
N -0.257 -1.690 -1.337
C -0.276 -0.343 -1.318
N -1.512 0.091 -1.404
C -2.239 -1.047 -1.453
N -1.524 -2.155 -1.433
H 4.866 -1.803 -1.103
H 3.510 -0.938 -0.364
H 3.423 -1.472 -2.048
H 5.090 -3.419 0.438
H 3.831 -4.541 0.944
H 3.798 -2.858 1.511
H 4.457 -4.182 -1.916
H 2.858 -3.856 -2.578
H 3.072 -5.116 -1.351
H 0.781 -1.566 0.996
H 1.847 -4.471 1.310
H 1.276 -4.990 -0.280
H -0.472 -5.388 1.147
H -0.976 -3.912 0.341
H 0.952 -5.030 3.354
H 0.642 -4.101 5.612
H -2.216 -1.322 4.063
H -1.922 -2.253 1.820
H 0.527 -3.495 -1.898
H 1.543 -2.074 -2.178
H 0.606 0.273 -1.251
H -3.313 -1.055 -1.529
*
```


Here is a molecular structure, C27H38CrNO in a non-equilibrium geometry from OMol25. Energies are from ωB97M-V/def2-TZVPD.

Computed properties:
HOMO energy (alpha / beta)   0.29 / 0.35 eV
E   -60566.3343 eV
Energy above the lowest of the compared OMol25 structures with the same formula, charge and spin   5.8 kcal per mole
Expectation value of S²   3.80
Gap between HOMO and LUMO (alpha / beta)   4.51 / 4.45 eV

```
! wB97M-V def2-TZVPD RIJCOSX def2/J DEFGRID3
* xyz -2 4
Cr -0.258 -0.031 0.953
C -2.133 -1.569 0.722
C -2.226 -1.152 -0.651
C -0.954 -1.395 -1.282
H -3.168 -0.955 -1.169
C -0.030 -1.944 -0.300
C -0.803 -2.126 0.983
H -0.497 -2.769 1.793
H -2.975 -1.620 1.418
H -0.719 -1.236 -2.326
H 0.908 -2.414 -0.520
C 0.795 1.682 1.916
C 1.028 0.490 2.650
C 1.700 -0.459 1.792
H 0.844 0.328 3.725
C 1.896 0.207 0.494
C 1.295 1.510 0.585
H 1.363 2.277 -0.190
H 0.410 2.635 2.326
H 2.051 -1.429 2.070
H 2.464 -0.167 -0.325
O -0.467 1.034 -2.156
C 2.463 0.298 -3.866
C 1.186 0.726 -4.605
C 2.405 -1.059 -3.314
C 3.100 1.407 -3.131
C -0.210 1.097 -3.472
H 0.642 -0.002 -5.231
H 1.179 1.691 -5.133
H -0.489 2.118 -3.782
H -1.011 0.474 -3.887
H 3.252 -1.606 -3.806
H 1.475 -1.683 -3.507
H 2.570 -1.239 -2.211
H 4.055 1.628 -3.685
H 3.440 1.249 -2.064
H 2.532 2.378 -3.046
C -4.644 2.794 5.271
C -3.736 1.758 4.658
C -3.376 0.622 5.361
C -2.539 -0.343 4.809
C -2.156 -1.568 5.596
C -2.047 -0.153 3.514
C -2.386 0.996 2.740
C -3.258 1.939 3.353
N -1.868 1.166 1.471
C -2.400 2.233 0.613
C -3.902 2.072 0.400
C -1.973 3.621 1.093
C -1.826 2.140 -0.791
H -5.626 2.363 5.512
H -4.217 3.174 6.209
H -4.801 3.639 4.598
H -3.766 0.473 6.385
H -1.618 -1.290 6.514
H -3.050 -2.131 5.901
H -1.514 -2.233 5.014
H -1.419 -0.945 3.084
H -3.566 2.824 2.814
H -4.481 2.139 1.319
H -4.252 2.858 -0.282
H -4.110 1.090 -0.046
H -0.904 3.779 0.900
H -2.546 4.379 0.544
H -2.124 3.768 2.162
H -0.754 2.282 -0.806
H -2.101 1.196 -1.244
H -2.251 2.927 -1.422
*
```